No. 1
Entry from the Open Molecules 2025 dataset: a structure of composition C20H30FN4OSZr (wB97M-V/def2-TZVPD).

As for the total charge: +3. The value obtained for the LUMO energy is -10.85 eV. The calculation puts the HOMO energy at -16.68 eV. For the frontier orbital gap, the calculation gives 5.8 eV. The value obtained for the total energy is -1618.50657 Ha.

CARTESIAN COORDINATES (ANGSTROEM)
Zr (0.286, 0.453, 1.035)
C (-1.398, 0.869, -2.268)
C (-2.433, 0.208, -1.340)
C (-2.651, 1.004, -0.041)
C (-2.206, -1.247, -0.940)
C (-3.281, -2.125, -0.999)
C (-3.179, -3.414, -0.501)
C (-2.029, -3.824, 0.157)
C (-0.937, -2.979, 0.252)
C (0.248, -3.268, 1.150)
C (0.492, -4.748, 1.426)
C (-0.021, -2.519, 2.473)
C (-1.004, -1.717, -0.373)
N (0.160, -0.884, -0.369)
C (1.280, -1.132, -1.168)
C (1.414, -2.138, -2.124)
C (2.600, -2.270, -2.828)
C (3.666, -1.403, -2.623)
C (3.550, -0.355, -1.716)
C (2.366, -0.274, -1.044)
F (2.138, 0.832, -0.088)
H (-1.853, 1.717, -2.782)
H (-1.068, 0.170, -3.036)
H (-0.514, 1.223, -1.736)
H (-3.374, 0.231, -1.891)
H (-1.789, 0.891, 0.668)
H (-3.508, 0.616, 0.508)
H (-2.834, 2.062, -0.238)
H (-4.211, -1.791, -1.443)
H (-4.019, -4.090, -0.592)
H (-1.991, -4.807, 0.606)
H (1.154, -2.852, 0.706)
H (-0.318, -5.188, 2.008)
H (1.415, -4.880, 1.988)
H (0.586, -5.305, 0.494)
H (-0.817, -3.018, 3.028)
H (-0.385, -1.477, 2.287)
H (0.873, -2.500, 3.097)
H (0.582, -2.809, -2.302)
H (2.700, -3.068, -3.551)
H (4.589, -1.527, -3.172)
H (4.352, 0.355, -1.561)
O (1.572, 0.249, 2.610)
S (0.634, 0.953, 3.641)
N (-0.546, 1.352, 2.838)
N (1.181, 6.552, 1.206)
C (0.517, 5.407, 0.498)
C (0.951, 4.026, 1.024)
N (0.275, 2.935, 0.275)
H (0.792, 7.441, 0.876)
H (2.190, 6.588, 1.034)
H (1.038, 6.526, 2.220)
H (0.754, 5.500, -0.561)
H (-0.559, 5.524, 0.627)
H (0.686, 3.926, 2.078)
H (2.029, 3.896, 0.918)
H (0.580, 2.966, -0.696)
H (-0.725, 3.135, 0.258)

Charges in e, computed with natural (NBO), in the same order as the atoms: atom 1 (Zr): 2.36, atom 2 (C): -0.59, atom 3 (C): -0.26, atom 4 (C): -0.49, atom 5 (C): 0.01, atom 6 (C): -0.20, atom 7 (C): -0.12, atom 8 (C): -0.20, atom 9 (C): 0.03, atom 10 (C): -0.25, atom 11 (C): -0.61, atom 12 (C): -0.52, atom 13 (C): 0.02, atom 14 (N): -0.85, atom 15 (C): 0.11, atom 16 (C): -0.22, atom 17 (C): -0.15, atom 18 (C): -0.17, atom 19 (C): -0.23, atom 20 (C): 0.31, atom 21 (F): -0.40, atom 22 (H): 0.24, atom 23 (H): 0.25, atom 24 (H): 0.15, atom 25 (H): 0.26, atom 26 (H): 0.04, atom 27 (H): 0.27, atom 28 (H): 0.23, atom 29 (H): 0.24, atom 30 (H): 0.25, atom 31 (H): 0.25, atom 32 (H): 0.21, atom 33 (H): 0.22, atom 34 (H): 0.24, atom 35 (H): 0.24, atom 36 (H): 0.26, atom 37 (H): 0.09, atom 38 (H): 0.24, atom 39 (H): 0.26, atom 40 (H): 0.26, atom 41 (H): 0.26, atom 42 (H): 0.27, atom 43 (O): -0.98, atom 44 (S): 1.53, atom 45 (N): -0.99, atom 46 (N): -0.67, atom 47 (C): -0.24, atom 48 (C): -0.24, atom 49 (N): -0.86, atom 50 (H): 0.47, atom 51 (H): 0.46, atom 52 (H): 0.46, atom 53 (H): 0.25, atom 54 (H): 0.24, atom 55 (H): 0.22, atom 56 (H): 0.23, atom 57 (H): 0.41, atom 58 (H): 0.41

***

No. 2
Entry from the Open Molecules 2025 dataset: a cluster of 11 separate species, C6H34NO10S in total (wB97M-V/def2-TZVPD).

As for the total charge: -1. The value obtained for the LUMO energy is 2.79 eV. The calculation puts the HOMO energy at -4.60 eV. For the frontier orbital gap, the calculation gives 7.4 eV. The value obtained for the total energy is -1454.27811 Ha.

CARTESIAN COORDINATES (ANGSTROEM)
C (-2.373, 0.667, 0.392)
N (-1.381, -0.396, 0.667)
C (-0.734, -0.443, 1.925)
C (-0.086, -1.807, 2.050)
S (1.099, -2.225, 0.748)
C (0.257, 0.618, 2.251)
C (-2.849, 0.387, -0.984)
C (-2.571, 1.489, -1.974)
H (-1.675, 1.628, 0.430)
H (-3.244, 0.662, 1.071)
H (-0.555, -0.382, -0.053)
H (-1.345, -0.571, 2.964)
H (-0.720, -2.665, 2.129)
H (0.538, -1.908, 3.060)
H (1.125, 0.345, 1.766)
H (-0.071, 1.702, 2.008)
H (0.636, 0.620, 3.343)
H (-2.508, -0.606, -1.470)
H (-3.981, 0.418, -1.000)
H (-2.821, 2.515, -1.500)
H (-3.103, 1.365, -3.032)
H (-1.528, 1.287, -2.408)
H (1.826, -0.184, -0.651)
H (1.359, -0.187, -2.051)
O (1.723, 0.431, -1.395)
H (-1.040, 3.689, 1.593)
H (-0.796, 3.677, 0.081)
O (-1.509, 3.828, 0.764)
H (3.194, 2.415, -1.093)
H (3.875, 2.345, 0.098)
O (3.366, 2.936, -0.430)
H (4.163, -0.794, 0.592)
H (3.389, 0.085, 1.516)
O (3.788, 0.024, 0.656)
H (-0.053, -0.482, -3.725)
H (-0.673, -1.728, -3.129)
O (-0.216, -1.430, -3.869)
H (-0.437, -3.025, -0.765)
H (-0.627, -4.580, -1.023)
O (-0.703, -3.740, -1.270)
H (1.865, -2.094, -3.528)
H (2.905, -1.888, -2.382)
O (2.708, -1.751, -3.227)
H (-3.585, -1.918, 0.744)
H (-2.997, -2.105, 2.047)
O (-3.865, -2.005, 1.739)
H (1.927, -0.547, 3.459)
H (2.480, -1.508, 2.544)
O (2.733, -1.007, 3.451)
H (1.579, 3.467, -1.113)
H (0.771, 2.299, -0.692)
O (0.737, 3.078, -1.322)

Charges in e, computed with natural (NBO), in the same order as the atoms: atom 1 (C): -0.25, atom 2 (N): -0.69, atom 3 (C): -0.09, atom 4 (C): -0.51, atom 5 (S): -0.70, atom 6 (C): -0.63, atom 7 (C): -0.43, atom 8 (C): -0.61, atom 9 (H): 0.20, atom 10 (H): 0.22, atom 11 (H): 0.39, atom 12 (H): 0.18, atom 13 (H): 0.20, atom 14 (H): 0.18, atom 15 (H): 0.21, atom 16 (H): 0.20, atom 17 (H): 0.19, atom 18 (H): 0.21, atom 19 (H): 0.20, atom 20 (H): 0.23, atom 21 (H): 0.20, atom 22 (H): 0.20, atom 23 (H): 0.50, atom 24 (H): 0.47, atom 25 (O): -0.99, atom 26 (H): 0.46, atom 27 (H): 0.50, atom 28 (O): -0.96, atom 29 (H): 0.47, atom 30 (H): 0.49, atom 31 (O): -0.95, atom 32 (H): 0.47, atom 33 (H): 0.49, atom 34 (O): -0.96, atom 35 (H): 0.47, atom 36 (H): 0.48, atom 37 (O): -0.95, atom 38 (H): 0.50, atom 39 (H): 0.47, atom 40 (O): -1.00, atom 41 (H): 0.50, atom 42 (H): 0.47, atom 43 (O): -0.97, atom 44 (H): 0.48, atom 45 (H): 0.47, atom 46 (O): -0.94, atom 47 (H): 0.46, atom 48 (H): 0.49, atom 49 (O): -0.99, atom 50 (H): 0.48, atom 51 (H): 0.49, atom 52 (O): -0.97

***

No. 3
Entry from the Open Molecules 2025 dataset: an isolated molecule of CHNP2S2 (wB97M-V/def2-TZVPD).

The value obtained for the LUMO energy is -1.80 eV. The calculation puts the HOMO energy at -8.08 eV. The SMILES is N=C=P#S#P=S. For the frontier orbital gap, the calculation gives 6.3 eV. The value obtained for the total energy is -1572.49869 Ha.

CARTESIAN COORDINATES (ANGSTROEM)
N (-0.742, -0.030, 0.163)
C (-0.814, -0.091, -1.059)
P (-1.021, -0.300, -2.727)
S (-2.543, 1.209, -2.843)
P (-2.152, 2.140, -4.770)
S (-0.708, 3.309, -4.471)
H (-0.580, 0.857, 0.689)

Charges in e, computed with natural (NBO), in the same order as the atoms: atom 1 (N): -0.63, atom 2 (C): 0.09, atom 3 (P): 0.30, atom 4 (S): -0.42, atom 5 (P): 0.56, atom 6 (S): -0.31, atom 7 (H): 0.42

***

No. 4
Entry from the Open Molecules 2025 dataset: an isolated molecule of CH6N4S (wB97M-V/def2-TZVPD).

The value obtained for the LUMO energy is 0.63 eV. The calculation puts the HOMO energy at -8.45 eV. The SMILES is NNC(=S)NN. For the frontier orbital gap, the calculation gives 9.1 eV. The value obtained for the total energy is -658.85776 Ha.

CARTESIAN COORDINATES (ANGSTROEM)
N (0.187, 0.990, -1.387)
N (0.528, 1.100, -0.017)
C (-0.156, 0.469, 0.982)
S (-0.405, 1.192, 2.462)
N (-0.632, -0.780, 0.707)
N (0.047, -1.713, -0.094)
H (0.695, 0.198, -1.803)
H (-0.787, 0.849, -1.481)
H (0.786, 2.037, 0.218)
H (-1.066, -1.180, 1.512)
H (1.050, -1.572, -0.028)
H (-0.246, -1.589, -1.073)

Charges in e, computed with natural (NBO), in the same order as the atoms: atom 1 (N): -0.64, atom 2 (N): -0.47, atom 3 (C): 0.24, atom 4 (S): -0.23, atom 5 (N): -0.46, atom 6 (N): -0.64, atom 7 (H): 0.35, atom 8 (H): 0.35, atom 9 (H): 0.40, atom 10 (H): 0.40, atom 11 (H): 0.35, atom 12 (H): 0.35

***

No. 5
Entry from the Open Molecules 2025 dataset: a cluster of 3 separate species, C33H27NO7S in total (wB97M-V/def2-TZVPD).

The value obtained for the LUMO energy is -1.11 eV. The calculation puts the HOMO energy at -9.62 eV. The SMILES is O=C1c2ccccc2C(=O)c2ccccc21.O=C1c2ccccc2C(=O)c2ccccc21.NCOC(=O)OCCCS. For the frontier orbital gap, the calculation gives 8.5 eV. The value obtained for the total energy is -2253.23863 Ha.

CARTESIAN COORDINATES (ANGSTROEM)
O (8.299, -3.916, 4.844)
C (7.242, -3.302, 4.930)
C (6.672, -2.975, 6.253)
C (7.356, -3.353, 7.415)
C (6.844, -3.014, 8.668)
C (5.651, -2.297, 8.765)
C (4.959, -1.935, 7.608)
C (5.467, -2.280, 6.350)
C (4.719, -1.908, 5.132)
O (3.633, -1.346, 5.219)
C (5.298, -2.217, 3.810)
C (4.614, -1.836, 2.648)
C (5.170, -2.093, 1.394)
C (6.407, -2.728, 1.296)
C (7.084, -3.122, 2.453)
C (6.526, -2.870, 3.713)
H (8.290, -3.908, 7.348)
H (7.379, -3.304, 9.570)
H (5.259, -2.021, 9.741)
H (4.026, -1.379, 7.691)
H (3.650, -1.335, 2.717)
H (4.639, -1.793, 0.493)
H (6.845, -2.920, 0.319)
H (8.049, -3.620, 2.368)
O (-2.616, 1.678, -5.324)
C (-3.673, 2.292, -5.238)
C (-4.243, 2.618, -3.915)
C (-3.559, 2.240, -2.752)
C (-4.071, 2.580, -1.499)
C (-5.264, 3.297, -1.403)
C (-5.956, 3.659, -2.560)
C (-5.448, 3.313, -3.818)
C (-6.196, 3.685, -5.035)
O (-7.281, 4.248, -4.948)
C (-5.617, 3.377, -6.358)
C (-6.301, 3.758, -7.519)
C (-5.745, 3.501, -8.773)
C (-4.508, 2.865, -8.871)
C (-3.830, 2.472, -7.715)
C (-4.389, 2.724, -6.455)
H (-2.625, 1.685, -2.820)
H (-3.536, 2.289, -0.598)
H (-5.656, 3.572, -0.427)
H (-6.889, 4.214, -2.477)
H (-7.265, 4.259, -7.451)
H (-6.276, 3.800, -9.674)
H (-4.070, 2.673, -9.848)
H (-2.866, 1.973, -7.800)
N (-2.999, 0.450, 3.120)
C (-2.565, -0.114, 1.751)
O (-3.694, -0.629, 0.963)
C (-3.185, -1.083, -0.374)
O (-3.295, -2.381, -0.686)
O (-2.558, -0.037, -1.198)
C (-1.423, -0.540, -1.983)
C (-0.255, -1.300, -1.124)
C (0.665, -0.205, -0.280)
S (2.123, -1.090, 0.578)
H (-2.065, 0.670, 3.579)
H (-3.370, 1.415, 2.867)
H (-1.774, -0.991, 1.876)
H (-1.976, 0.774, 1.237)
H (-0.908, 0.420, -2.469)
H (-1.759, -1.201, -2.915)
H (0.487, -1.788, -1.921)
H (-0.622, -2.184, -0.448)
H (0.038, 0.447, 0.464)
H (1.095, 0.548, -1.097)
H (1.845, -2.481, 0.591)

Charges in e, computed with natural (NBO), in the same order as the atoms: atom 1 (O): -0.53, atom 2 (C): 0.54, atom 3 (C): -0.14, atom 4 (C): -0.16, atom 5 (C): -0.19, atom 6 (C): -0.20, atom 7 (C): -0.17, atom 8 (C): -0.06, atom 9 (C): 0.51, atom 10 (O): -0.53, atom 11 (C): -0.06, atom 12 (C): -0.18, atom 13 (C): -0.20, atom 14 (C): -0.19, atom 15 (C): -0.15, atom 16 (C): -0.15, atom 17 (H): 0.24, atom 18 (H): 0.22, atom 19 (H): 0.22, atom 20 (H): 0.24, atom 21 (H): 0.25, atom 22 (H): 0.23, atom 23 (H): 0.22, atom 24 (H): 0.24, atom 25 (O): -0.54, atom 26 (C): 0.51, atom 27 (C): -0.07, atom 28 (C): -0.16, atom 29 (C): -0.19, atom 30 (C): -0.19, atom 31 (C): -0.15, atom 32 (C): -0.14, atom 33 (C): 0.54, atom 34 (O): -0.52, atom 35 (C): -0.15, atom 36 (C): -0.15, atom 37 (C): -0.19, atom 38 (C): -0.19, atom 39 (C): -0.18, atom 40 (C): -0.06, atom 41 (H): 0.23, atom 42 (H): 0.22, atom 43 (H): 0.22, atom 44 (H): 0.24, atom 45 (H): 0.24, atom 46 (H): 0.22, atom 47 (H): 0.22, atom 48 (H): 0.24, atom 49 (N): -0.81, atom 50 (C): 0.07, atom 51 (O): -0.53, atom 52 (C): 0.99, atom 53 (O): -0.56, atom 54 (O): -0.55, atom 55 (C): -0.10, atom 56 (C): -0.46, atom 57 (C): -0.51, atom 58 (S): -0.11, atom 59 (H): 0.36, atom 60 (H): 0.35, atom 61 (H): 0.18, atom 62 (H): 0.15, atom 63 (H): 0.21, atom 64 (H): 0.23, atom 65 (H): 0.24, atom 66 (H): 0.24, atom 67 (H): 0.22, atom 68 (H): 0.23, atom 69 (H): 0.16

***

No. 6
Entry from the Open Molecules 2025 dataset: a cluster of 4 separate species, C2H12N2O3 in total (wB97M-V/def2-TZVPD).

The value obtained for the LUMO energy is 0.45 eV. The calculation puts the HOMO energy at -9.47 eV. The SMILES is C/N=C\N.O.O.O. For the frontier orbital gap, the calculation gives 9.9 eV. The value obtained for the total energy is -418.57895 Ha.

CARTESIAN COORDINATES (ANGSTROEM)
C (-0.235, 2.469, 1.061)
N (1.118, 2.728, 0.574)
C (2.074, 2.255, 1.241)
N (2.084, 1.124, 2.095)
H (-0.916, 3.309, 1.002)
H (-0.654, 1.631, 0.475)
H (-0.294, 2.121, 2.102)
H (3.084, 2.602, 1.033)
H (1.235, 0.607, 1.899)
H (2.332, 1.089, 3.063)
O (-5.857, -0.758, -2.467)
H (-6.568, -0.199, -2.142)
H (-5.084, -0.669, -1.899)
O (3.059, -3.564, -5.738)
H (3.413, -2.895, -5.140)
H (2.304, -3.810, -5.181)
O (-0.706, -2.546, 2.711)
H (-0.021, -2.580, 3.403)
H (-0.369, -2.915, 1.910)

Charges in e, computed with natural (NBO), in the same order as the atoms: atom 1 (C): -0.46, atom 2 (N): -0.45, atom 3 (C): 0.28, atom 4 (N): -0.87, atom 5 (H): 0.21, atom 6 (H): 0.19, atom 7 (H): 0.17, atom 8 (H): 0.16, atom 9 (H): 0.37, atom 10 (H): 0.39, atom 11 (O): -0.95, atom 12 (H): 0.47, atom 13 (H): 0.47, atom 14 (O): -0.92, atom 15 (H): 0.46, atom 16 (H): 0.46, atom 17 (O): -0.95, atom 18 (H): 0.47, atom 19 (H): 0.47